108
Properties=species:S:1:pos:R:3:forces:R:3:lowdin_charge:R:1 method="wB97M-V/def2-TZVPD" lumo_energy_ha="0.144 / 0.134" homo_energy_ev="-1.29 / -1.29" total_charge=-2 s2=0.753 homo_lumo_gap_ev="5.21 / 4.94" spin_multiplicity=2
H -3.810592 0.622477 -4.389427 0.0 -0.1 0.0 0.003
H -6.163473 1.081711 3.863142 0.0 0.0 0.0 0.076
C -2.216045 0.824525 3.814961 -0.1 0.5 -0.2 -0.407
C 2.936806 3.502798 0.923891 0.0 0.2 -0.1 -0.121
H -4.099432 0.889688 -1.388049 0.0 0.0 0.0 0.017
C -0.611077 -4.269268 1.570030 0.0 0.0 0.0 -0.158
H -3.504626 -1.769227 -1.348830 0.0 0.0 0.0 0.003
C 5.125381 -2.498083 2.423405 0.0 0.0 0.0 -0.782
H 3.349610 1.808974 -2.997622 0.0 0.0 0.0 0.022
C -4.403821 0.127359 4.696701 0.1 -0.1 0.0 -0.143
H -4.969101 -0.502106 5.377911 0.0 0.0 0.0 0.090
H 0.971340 4.378855 -0.487846 0.0 0.0 0.0 0.114
C 2.345583 1.676665 -2.584943 0.0 0.0 -0.1 -0.242
C 0.836091 -2.770247 0.293268 0.0 0.0 0.0 -0.028
H 5.338731 4.198694 0.409991 0.0 0.0 0.0 0.096
C 4.060859 3.144198 1.763061 0.1 0.0 0.1 -0.145
H 0.006854 -5.024155 1.077342 0.0 0.0 0.0 0.123
C 6.477654 3.389840 2.017606 0.0 0.0 -0.1 -0.140
H 0.492619 2.670073 -0.502834 0.0 0.0 0.0 0.092
H 0.703777 -0.156680 -5.781361 0.0 0.0 0.0 0.005
H -2.095146 4.149057 -3.115230 0.0 0.0 0.0 0.027
C -0.604509 3.868653 0.905993 -0.1 0.2 0.0 -0.224
H -4.221734 -1.236935 -2.876666 0.0 0.1 0.0 0.010
C 5.308582 3.627044 1.333874 0.0 0.0 0.0 -0.095
H -2.514579 -0.663820 5.332255 0.0 0.0 0.0 0.106
H 2.250136 0.702552 -5.740276 0.0 0.0 0.0 0.021
H 3.534638 -1.158806 -3.531678 0.0 0.0 0.0 0.019
H -0.092816 -3.805109 -3.138063 0.0 0.0 0.0 0.021
C -2.052923 -4.726033 1.635299 0.0 0.0 0.0 -0.162
H 0.747751 1.571246 -5.407205 0.0 0.0 0.0 0.010
H -2.630064 -2.837447 -5.386892 0.0 0.0 0.0 0.021
H -3.999522 2.655799 -1.317553 0.0 0.0 0.0 0.028
H -2.388136 -5.012065 0.633836 0.0 0.0 0.0 0.112
C 6.408219 2.630725 3.195323 0.0 -0.1 0.1 -0.117
C -1.345327 3.373388 -2.926085 -0.1 0.0 0.0 -0.220
H -2.379638 -1.087828 -5.471216 0.0 0.1 0.0 0.001
O -1.258175 -0.945953 0.347293 0.1 0.2 -0.1 -0.048
C -2.912974 -3.583530 2.133251 0.0 0.0 0.0 -0.172
C 4.630193 -0.889241 0.712393 0.0 0.0 -0.1 -0.619
Br 5.157367 0.128052 -0.807922 0.0 0.0 0.0 0.723
Si 1.485182 0.236187 -3.415991 0.1 0.0 0.0 0.287
H 7.318359 2.411691 3.745076 0.0 0.0 0.0 0.089
C -5.083516 1.010651 3.846468 0.0 0.1 -0.1 -0.150
H -0.642725 3.375693 -3.762759 0.0 0.0 0.0 0.018
H 3.205292 4.148830 0.069798 0.0 0.0 0.0 0.119
N -2.688450 -2.403740 1.326148 0.0 0.0 0.0 -0.077
N 1.720409 3.169268 1.083102 -0.2 -0.4 0.4 -0.063
O 2.456720 0.050717 0.526123 -0.1 0.2 0.1 -0.257
H -2.874265 1.650638 -0.378651 0.0 0.0 0.0 0.004
C -1.977667 -2.015913 -5.067243 -0.1 -0.2 0.1 -0.232
C 3.978822 2.351816 2.970785 -0.2 0.2 -0.1 -0.391
C -3.721641 -1.388794 1.389859 0.0 0.0 0.0 -0.043
C 2.896232 -1.421586 2.352138 0.0 -0.2 -0.1 -0.510
Br 6.307243 -3.712831 3.286587 0.0 0.0 0.0 0.610
H -2.708275 -3.369828 3.191658 0.0 0.0 0.0 0.129
H 2.496717 -1.684225 -2.217161 0.0 0.0 0.0 0.018
C -1.091526 -3.673512 -2.718415 -0.1 0.0 0.0 -0.214
H -2.532867 1.488797 -5.247893 0.0 0.0 0.0 0.018
H 2.455397 1.466029 -1.516975 0.0 0.0 0.0 -0.008
C -3.573978 -1.984311 -2.417726 0.1 -0.1 0.0 -0.214
H -1.737298 -4.463123 -3.118913 0.0 0.0 0.0 0.025
H 1.566886 -2.924228 1.083932 0.0 0.0 0.0 0.083
H -3.972396 -1.141336 2.423326 0.0 0.0 0.0 0.068
H -0.994011 -2.183790 -5.511875 0.0 0.0 0.0 0.015
H 1.058287 -3.452179 -0.534174 0.0 0.0 -0.1 0.087
C -2.931916 1.741344 2.947635 0.0 -0.1 0.1 -0.149
H -0.190744 -4.118337 2.572714 0.0 0.0 0.0 0.132
O 1.715670 -1.253272 2.827538 0.0 0.1 -0.2 -0.275
H -0.795560 3.649867 -2.027969 0.0 0.0 0.0 -0.012
H 2.094193 -2.132246 -3.891564 0.0 0.0 0.0 0.016
C 0.686247 3.528968 0.155186 0.0 0.1 -0.1 -0.259
C 5.541998 -1.762316 1.338164 0.0 0.0 0.0 -0.783
C -2.291341 2.686004 2.044284 -0.1 0.1 0.0 -0.146
Sr 0.941375 1.016433 2.311403 0.0 -0.6 0.2 1.537
H -4.833475 2.504013 2.341825 0.0 0.0 0.0 0.098
C 1.267196 0.620734 -5.262809 0.2 0.0 0.0 -0.233
O -0.957588 0.754184 3.850622 -0.1 -0.1 0.0 -0.185
H 0.912135 -1.739244 -0.038493 0.0 0.0 0.0 0.065
Br 7.320550 -1.907839 0.688890 0.0 0.0 0.0 0.616
H -4.626245 -1.750155 0.886389 0.0 0.0 0.0 0.087
C 3.307058 -0.702131 1.134529 0.2 -0.1 0.1 -0.478
H -3.851549 2.384459 -4.483625 0.0 0.0 0.0 0.021
C -4.330325 1.800238 3.000489 0.0 0.0 0.0 -0.092
C -1.447496 -2.064453 0.825573 -0.1 -0.1 0.0 -0.479
H -3.001303 3.412817 1.610913 0.0 0.0 0.0 0.116
Ge -0.656166 -0.086921 -2.457165 -0.1 0.0 -0.1 0.746
H -4.054574 -2.961038 -2.536609 0.0 0.0 0.0 0.026
O 2.898153 1.870151 3.438854 0.1 0.2 -0.1 -0.205
C 2.493591 -1.338958 -3.252920 0.0 0.0 0.0 -0.224
H 1.790957 2.609352 -2.724487 0.0 0.0 0.0 0.014
Si -2.198065 1.697382 -2.766719 0.1 0.0 0.0 0.298
H -3.973213 -3.843595 2.057960 0.0 0.0 0.0 0.116
C -3.189429 1.517445 -4.376170 0.0 0.1 0.1 -0.236
H -0.380848 4.716686 1.563929 0.0 0.0 0.0 0.119
N -0.498507 -3.042623 0.804214 0.0 -0.1 0.0 -0.070
C 3.811509 -2.332738 2.895944 0.0 0.0 0.0 -0.647
C -3.035841 0.025027 4.677889 0.0 0.0 0.1 -0.043
Br 3.156384 -3.351612 4.362969 0.0 0.0 0.0 0.672
H -2.149710 -5.595687 2.288027 0.0 0.0 0.0 0.110
H -1.033789 -3.795579 -1.636525 0.0 0.0 0.1 0.004
N -1.060904 2.766010 1.732071 0.4 -0.3 0.1 -0.022
C 5.215664 2.143450 3.660078 0.0 0.0 -0.1 -0.026
H -1.385729 4.186869 0.198002 0.0 0.0 0.0 0.100
H 5.162731 1.533981 4.553895 0.0 0.0 0.0 0.106
Si -1.844671 -2.012196 -3.175404 0.0 0.1 0.0 0.300
H -3.368695 -0.489738 0.894300 0.0 0.0 0.0 0.070
C -3.409129 1.734077 -1.326492 0.0 0.0 -0.1 -0.217
H 7.425990 3.754423 1.644310 0.0 0.0 0.0 0.077


44
Properties=species:S:1:pos:R:3:forces:R:3:nbo_charge:R:1 method="wB97M-V/def2-TZVPD" lumo_energy_ha="-0.322 / -0.403" homo_energy_ev="-14.63 / -14.46" total_charge=+2 s2=6.050 homo_lumo_gap_ev="5.86 / 3.50" spin_multiplicity=5
H -0.561214 2.344125 -5.905670 0.0 0.0 0.2 0.454
C -2.592714 -1.572975 0.320930 0.2 0.5 1.5 -0.099
C 4.847886 0.825825 1.371530 0.2 0.9 -0.4 0.023
H -0.870914 3.129225 -3.502770 -0.1 0.1 0.0 0.221
C -3.098514 -2.549775 1.164130 0.1 0.0 -0.7 -0.092
O -0.418114 3.227925 -0.495170 0.2 -0.3 -0.1 -0.964
C 3.493186 -1.176975 1.657430 1.0 0.0 0.7 -0.154
N 3.897986 2.507325 -0.116670 1.4 0.1 0.7 -0.525
C -3.032914 -2.348875 2.533030 0.7 1.0 0.7 0.006
C -1.946514 -0.270275 2.228530 0.7 1.3 -0.1 -0.101
H 5.378086 -0.816975 2.625330 0.0 0.0 0.0 0.271
H -0.426714 3.461625 0.443830 -0.1 -0.1 0.1 0.519
H 5.734986 1.408725 1.571830 0.1 0.1 0.1 0.272
N 1.882386 1.116025 -0.695070 0.3 -0.7 0.6 -0.659
N -2.311214 -1.823175 -1.052470 0.2 0.1 -0.3 0.542
C 0.212286 0.125425 -3.795670 0.1 -0.1 -0.7 -0.087
Se 2.530586 2.737325 -1.115070 -0.5 -0.1 -0.4 1.242
C 2.528386 -0.730075 0.777730 -0.8 -0.2 -0.2 0.021
C -2.223114 -0.269675 0.826530 -0.7 -1.0 0.0 0.493
H -1.249514 3.567725 -0.853370 0.0 0.0 0.1 0.514
N -0.370314 1.785925 -5.084070 -0.1 0.2 -0.1 -0.471
H 3.377586 -2.133775 2.145230 0.0 -0.1 0.0 0.269
O -0.058614 1.061525 1.683430 1.4 0.7 -0.5 -0.746
C 4.641486 -0.415775 1.943230 -0.7 -1.4 0.3 -0.112
H -3.507214 -3.471675 0.763730 0.0 0.0 0.0 0.295
C -0.863914 0.901525 2.602230 -0.6 -2.1 -1.9 0.801
O -4.208114 -4.236775 2.937330 -0.6 -0.9 0.0 -0.332
Pd -0.224714 0.795325 -0.786870 -1.2 0.7 -0.2 1.326
C -2.366414 -1.238375 3.082430 -1.0 -1.3 0.3 -0.142
O -2.140014 0.745425 0.087130 0.0 0.6 -0.4 -0.689
H 1.627086 -1.296775 0.551230 0.2 -0.1 0.1 0.252
O -3.365514 -3.184275 4.625530 0.0 -0.1 1.0 -0.335
C 0.089486 0.506125 -5.101870 0.3 -0.6 0.3 -0.057
H -2.200814 -1.206475 4.153830 -0.1 0.1 -0.1 0.296
H 0.286086 -0.032875 -6.006470 0.0 0.0 -0.2 0.256
O -1.324314 -1.214575 -1.527370 0.2 -0.2 -0.3 -0.488
C -0.528314 2.157825 -3.808770 0.0 0.1 0.4 0.188
N -0.178014 1.164925 -3.003270 -0.1 0.2 0.7 -0.552
O -2.941614 -2.625875 -1.668470 -0.1 -0.1 -0.2 -0.248
H 0.558086 -0.810075 -3.393270 -0.1 0.0 0.0 0.237
O -1.066014 1.358025 3.685030 -0.5 0.6 1.5 -0.354
N -3.588414 -3.357375 3.463830 0.6 0.7 -1.1 0.541
C 3.869586 1.325025 0.490930 -0.8 0.1 -0.6 0.093
C 2.708586 0.530525 0.176430 0.2 1.4 -0.9 0.077


46
Properties=species:S:1:pos:R:3:forces:R:3:nbo_charge:R:1 method="wB97M-V/def2-TZVPD" lumo_energy_ha=0.003 homo_energy_ev=-9.73 total_charge=0 homo_lumo_gap_ev=9.80
H -2.230912 0.821891 2.396007 -0.1 -0.2 0.0 0.482
H -0.958992 -0.528129 -3.536773 0.1 0.4 0.4 0.125
H 1.034557 -0.028722 3.696240 -0.2 -0.1 -0.1 0.491
H 1.489711 -2.128980 -0.080731 0.7 -0.3 0.3 0.410
H -4.095955 -2.669081 -0.232623 -0.6 0.1 -0.5 0.491
H 2.951731 -0.313442 -1.660487 0.0 0.6 0.2 0.472
H -1.342403 1.324494 1.333722 0.8 0.1 -0.5 0.480
H -0.297871 -3.814275 -1.691722 0.1 0.0 -0.1 0.374
N -0.660223 -3.050425 -1.138399 0.3 -0.7 0.6 -0.882
H -2.295345 3.134035 -2.428853 -0.1 0.0 -0.1 0.483
H -1.425283 -0.957742 -0.124669 -0.3 0.8 0.1 0.264
H 0.720819 -1.774125 -1.941828 0.0 0.1 -0.6 0.211
O 1.716027 0.042164 3.019599 0.7 0.1 0.5 -0.980
O -1.467179 -2.548214 1.953508 -0.1 -0.3 -0.3 -0.956
H -2.185024 -2.429996 1.321177 -0.1 0.2 0.1 0.479
O 0.699469 0.787483 0.659705 0.1 0.2 0.2 -0.733
H -3.761772 -2.305917 -1.774976 -0.5 -0.1 0.1 0.508
O -1.886242 -2.269298 -3.471382 -0.3 0.2 0.2 -0.542
H -0.842632 -3.072423 1.432284 0.2 0.1 0.1 0.498
O 3.823437 -0.636167 -1.437785 0.4 -0.9 -0.2 -0.959
O 1.398171 3.219642 -1.665740 0.7 -0.5 -0.6 -0.977
C 0.612983 -0.363040 0.221142 0.0 0.9 -0.5 0.703
O 1.127493 3.713724 1.142500 0.4 0.5 0.3 -0.971
C -0.575355 -0.612856 -0.705685 1.0 -1.6 0.2 -0.507
C -1.139228 -1.458170 -2.977184 0.3 -1.0 -0.8 0.429
O -0.951110 -0.408156 3.640414 0.0 0.6 0.3 -0.999
H 1.495776 4.009999 -1.130410 -0.5 0.0 0.1 0.485
H 1.517830 2.960155 0.686767 -0.5 -0.2 -0.2 0.491
H -1.377920 -0.596855 4.479696 -0.1 -0.3 -0.1 0.475
N 1.598660 -1.253215 0.395372 -1.6 0.5 -0.4 -0.792
H 0.493298 3.075997 -1.959450 -0.1 0.3 0.4 0.485
O -1.461423 3.235628 -1.966876 0.2 0.0 0.1 -0.951
H 3.661245 2.852792 1.151750 -0.2 -0.1 0.2 0.484
H -1.657332 -3.225795 -1.011023 0.3 0.4 -0.3 0.407
O -2.224007 0.978771 1.443956 -0.7 0.0 0.3 -0.968
H 0.181261 3.562562 1.188876 0.0 -0.3 -0.1 0.477
H 4.313139 0.001460 -0.914326 -0.3 0.5 -0.1 0.490
H -1.176278 4.139657 -2.133496 -0.2 0.1 0.0 0.477
O 3.774411 2.101944 0.564656 0.4 -0.3 -0.4 -0.959
C -0.349965 -1.771262 -1.717463 -0.2 0.9 0.2 -0.168
H 2.991106 1.542736 0.603489 -0.2 0.2 0.3 0.475
O -3.427689 -2.497601 -0.896671 0.8 0.0 0.5 -0.982
H 2.410783 -0.869593 0.842631 0.3 -0.7 0.2 0.435
H 1.521573 0.871237 2.572592 -0.2 -0.1 -0.1 0.479
H -1.075182 -1.153318 3.026789 -0.1 -0.2 0.2 0.515
H -0.668151 0.360425 -1.174317 -0.7 0.0 -0.1 0.249


Energy above the lowest of the compared OMol25 structures with the same formula, charge and spin (kJ/mol)
0.0, 83.6, 242.6
Molar mass (g/mol)
1197.96, 601.69, 296.27
Electronic energy (Ha)
-15309.42666, -4075.73784, -1181.61197